[1]
Below is a structure of composition C20H21IN5OPdS, with properties calculated with wB97M-V/def2-TZVPD.

Geometry (Å):
Pd1 1.3384 -0.0835 0.0475
C1 4.2473 -1.2963 -0.9895
N1 3.6663 -0.5382 0.1233
C2 4.3995 0.7320 0.2566
C3 3.7584 -1.3046 1.3832
C4 2.9670 -0.6200 2.4683
C5 3.3667 -0.6290 3.7981
C6 2.6109 0.0339 4.7571
C7 1.4655 0.7247 4.3894
C8 1.0607 0.7422 3.0568
C9 1.8001 0.0497 2.1154
H1 5.3235 -1.4394 -0.8419
H2 4.0958 -0.7553 -1.9226
H3 3.7850 -2.2775 -1.0665
H4 5.4586 0.5381 0.4594
H5 3.9899 1.3185 1.0761
H6 4.3204 1.3026 -0.6670
H7 4.8084 -1.4296 1.6741
H8 3.3523 -2.3021 1.1913
H9 4.2756 -1.1455 4.0851
H10 2.9289 0.0268 5.7909
H11 0.8902 1.2581 5.1352
H12 0.1739 1.2991 2.7740
O1 3.0287 3.9158 -0.5858
S1 1.7435 3.3114 -0.3458
N2 1.6270 1.8169 -0.5528
I1 -0.8297 -3.1697 -0.9404
C10 0.9519 -2.2665 -1.2930
H13 1.0911 -1.8149 -2.2662
H14 1.7963 -2.7507 -0.8239
N3 -8.1630 0.8901 -4.9568
C11 -7.2850 0.7788 -4.2257
C12 -6.1815 0.6365 -3.3117
C13 -5.1891 1.6115 -3.2679
C14 -4.1307 1.4768 -2.3871
C15 -4.0627 0.3580 -1.5721
C16 -5.0440 -0.6205 -1.6095
C17 -6.1116 -0.4760 -2.4765
N4 -2.9569 0.2026 -0.6830
C18 -3.0051 -0.2291 0.6236
C19 -1.7195 -0.2387 1.0656
N5 -0.8893 0.1639 0.0457
C20 -1.6624 0.4218 -0.9869
H15 -5.2577 2.4767 -3.9122
H16 -3.3745 2.2476 -2.3193
H17 -4.9647 -1.4963 -0.9792
H18 -6.8860 -1.2288 -2.5202
H19 -3.9357 -0.4446 1.1176
H20 -1.3374 -0.5124 2.0338
H21 -1.3349 0.7350 -1.9647

The calculation puts the HOMO energy (spin up / spin down) at -10.780 / -11.777 eV. Its expectation value of S² is 6.02. Its charge is +1. The value obtained for the molar mass is 612.81 g mol⁻¹. The value obtained for the HOMO-LUMO gap (spin up / spin down) is 6.667 / 5.516 eV. Its multiplicity is 5.

Atom charges from the Löwdin analysis, given in e for atoms 1 to 2:
1 Pd 0.864
2 C -0.082

[2]
Below is a structure of composition C20H21N11RhS, with properties calculated with wB97M-V/def2-TZVPD.

Geometry (Å):
Rh1 0.5982 1.1907 -0.9623
C1 -1.0082 5.1807 -1.0667
C2 -0.7081 3.7267 -0.9823
N1 0.4597 3.1952 -0.8510
N2 1.6384 3.9065 -0.8663
C3 2.8031 3.2238 -0.9907
N3 3.9271 3.9058 -0.9727
S1 2.8549 1.5084 -1.2155
C4 -1.8256 2.7267 -1.0623
C5 -3.1479 3.0985 -1.1209
C6 -4.1253 2.1030 -1.2382
C7 -3.7370 0.7829 -1.2965
C8 -2.3786 0.4745 -1.2406
N4 -1.4528 1.4186 -1.1342
H1 -0.1364 5.8268 -1.0025
H2 -1.6849 5.4595 -0.2564
H3 -1.5174 5.3994 -2.0076
H4 1.6052 4.9172 -0.8726
H5 3.9719 4.9110 -0.8758
H6 4.8052 3.4219 -1.1061
H7 -3.4341 4.1400 -1.0905
H8 -5.1713 2.3745 -1.2896
H9 -4.4615 -0.0143 -1.3872
H10 -2.0239 -0.5459 -1.2981
N5 0.5361 -9.3083 1.2396
C9 0.5635 -8.2414 0.8178
C10 0.6008 -6.9031 0.2902
C11 0.3878 -5.8195 1.1374
C12 0.4241 -4.5306 0.6376
C13 0.6757 -4.3313 -0.7115
C14 0.8890 -5.4003 -1.5656
C15 0.8494 -6.6897 -1.0609
N6 0.7178 -2.9797 -1.2417
C16 0.8958 -2.6286 -2.5604
C17 0.8877 -1.2741 -2.6137
N7 0.7016 -0.7957 -1.3314
C18 0.6051 -1.8498 -0.5313
H11 0.1933 -5.9895 2.1869
H12 0.2527 -3.7088 1.3177
H13 1.0928 -5.2639 -2.6169
H14 1.0141 -7.5319 -1.7182
H15 1.0149 -3.3466 -3.3497
H16 1.0104 -0.6324 -3.4705
H17 0.4821 -1.8011 0.5343
N8 -0.8199 1.2988 5.3691
C19 -0.0924 1.6578 4.3274
N9 0.7827 2.6566 4.4322
N10 -0.2932 0.9710 3.1959
C20 0.1372 1.0368 2.0213
N11 0.4765 0.8242 0.9143
H18 -0.7260 1.7341 6.2734
H19 -1.4732 0.5378 5.2726
H20 0.9434 3.1260 5.3101
H21 1.4195 2.8510 3.6809

The calculation puts the HOMO energy at -15.682 eV. Its charge is +3. The value obtained for the molar mass is 550.44 g mol⁻¹. The value obtained for the HOMO-LUMO gap is 5.031 eV.

Atom charges from the Löwdin analysis, given in e for atoms 1 to 2:
1 Rh 0.973
2 C 0.031

[3]
Below is an isolated molecule of C20H21N3O3, with properties calculated with wB97M-V/def2-TZVPD.

Geometry (Å):
C1 1.2373 -1.3327 -0.2807
C2 0.1574 -2.1694 0.2846
C3 2.8289 -1.4917 0.2914
C4 3.8942 -0.4513 -0.0553
C5 4.2765 0.5235 0.9202
C6 4.7660 -0.6463 -1.2305
C7 5.4601 1.3441 0.7980
C8 5.9627 0.1362 -1.4604
C9 6.2319 1.2373 -0.3515
C10 -2.2281 -2.2117 0.8203
C11 -2.6338 -3.0073 -0.2911
C12 -3.2365 -1.0711 1.2954
C13 -3.6991 -0.1407 0.2155
C14 -4.5989 0.0452 -0.7319
C15 -3.0395 1.2485 0.3731
C16 -3.5765 2.0486 -0.6728
C17 -2.0950 1.6890 1.1805
C18 -3.0382 3.3343 -1.1006
C19 -1.7265 2.9730 0.8660
C20 -2.2894 3.8160 -0.2104
H1 0.9706 0.7691 0.2462
H2 1.1068 0.6551 -1.3683
H3 1.3106 -1.5653 -1.3208
H4 2.7084 -1.3342 1.4556
H5 3.3450 -2.4931 0.2364
H6 3.8785 0.5984 1.9403
H7 4.8013 -1.5993 -1.9349
H8 5.5592 2.3650 1.2133
H9 6.5083 -0.0388 -2.4270
H10 7.0392 1.8558 -0.4114
H11 -0.8797 -0.3279 0.7148
H12 -2.4433 -2.8551 1.9428
H13 -4.0675 -1.6001 1.8700
H14 -2.6022 -0.5658 2.2068
H15 -5.2170 -0.9295 -0.9430
H16 -5.1827 1.6773 -1.9500
H17 -1.7629 1.2096 2.1706
H18 -3.6538 3.9901 -1.9030
H19 -0.8881 3.6450 1.1865
H20 -2.0402 4.9136 -0.0167
H21 -1.0066 -4.1376 -0.8018
N1 0.7998 0.1084 -0.4685
N2 -0.9395 -1.4901 0.5129
N3 -4.4467 1.2482 -1.3832
O1 0.1650 -3.4451 0.3504
O2 -3.7916 -2.7117 -0.6966
O3 -1.9241 -3.8151 -1.0812

The calculation puts the HOMO energy at -8.105 eV. Its charge is 0. The value obtained for the molar mass is 351.41 g mol⁻¹. The value obtained for the HOMO-LUMO gap is 8.577 eV.

Atom charges from the Löwdin analysis, given in e for atoms 1 to 2:
1 C -0.205
2 C -0.455

[4]
Below is an isolated molecule of C20H21N3O3, with properties calculated with wB97M-V/def2-TZVPD.

Geometry (Å):
C1 0.2662 2.9094 1.4424
H1 1.0549 3.5471 1.8338
H2 -0.0774 2.2744 2.2544
H3 -0.5491 3.5389 1.0955
C2 0.8347 2.0626 0.2981
N1 -0.0794 1.1760 -0.3937
C3 -0.6535 0.0813 0.3531
H4 -0.7640 -0.7662 -0.3372
C4 -2.0417 0.3848 0.9537
N2 -2.9221 0.8570 -0.0887
C5 -3.9236 0.1815 -0.7024
O1 -4.4160 0.5806 -1.7507
C6 -4.4824 -1.0375 -0.0879
C7 -5.3433 -1.9103 -0.7064
C8 -5.6785 -2.8898 0.2512
C9 -5.0102 -2.5437 1.3858
O2 -4.2856 -1.4320 1.1942
H5 -4.9692 -2.9896 2.3604
H6 -6.3278 -3.7301 0.1169
H7 -5.6800 -1.8387 -1.7194
C10 -2.4003 2.0460 -0.7331
H8 -2.3375 2.8435 0.0128
C11 -1.0195 1.7433 -1.3344
H9 -1.1654 1.0090 -2.1380
H10 -0.5968 2.6517 -1.7668
H11 -3.0970 2.3364 -1.5206
H12 -1.9639 1.1694 1.7129
H13 -2.4350 -0.5121 1.4224
H14 0.0342 -0.2110 1.1473
C12 2.0162 1.2210 0.8198
O3 2.3477 1.2583 1.9876
C13 2.6922 0.3996 -0.1677
C14 2.4654 0.3292 -1.5255
N3 3.3136 -0.5595 -2.0930
C15 4.1250 -1.1017 -1.1281
C16 5.1377 -2.0449 -1.2299
C17 5.7914 -2.3991 -0.0680
C18 5.4468 -1.8307 1.1605
C19 4.4414 -0.8939 1.2655
C20 3.7665 -0.5192 0.1068
H15 4.1743 -0.4514 2.2114
H16 5.9856 -2.1365 2.0451
H17 6.5856 -3.1298 -0.1070
H18 5.4020 -2.4829 -2.1813
H19 3.3471 -0.7893 -3.0727
H20 1.7452 0.8588 -2.1167
H21 1.2455 2.7400 -0.4627

The calculation puts the HOMO energy at -7.967 eV. Its charge is 0. The value obtained for the molar mass is 351.41 g mol⁻¹. The value obtained for the HOMO-LUMO gap is 8.551 eV.

Atom charges from the Löwdin analysis, given in e for atoms 1 to 2:
1 C -0.033
2 H 0.084

Question: Which formula does entry 3 have?
Answer: C20H21N3O3